1.
123
Properties=species:S:1:pos:R:3 method="wB97M-V/def2-TZVPD" spin_multiplicity=1 e_above_lowest_kcal_mol=0.00 lumo_energy_ev=0.495 gap_ha=0.25188 e_homo_ev=-6.4
Y 0.278 -0.662 -0.481
C 2.051 1.780 2.268
C 1.713 2.348 0.932
C 1.984 3.658 0.534
C 1.565 3.742 -0.775
C 1.649 4.917 -1.689
N 1.067 2.541 -1.123
N 1.150 1.669 -0.076
B 0.673 2.115 -2.547
N 1.667 1.054 -3.054
N 1.889 -0.142 -2.428
C 2.899 -0.725 -3.083
C 3.515 -2.045 -2.750
C 3.316 0.090 -4.142
C 2.515 1.207 -4.089
C 2.537 2.396 -4.991
N -0.777 1.601 -2.649
N -1.113 0.333 -2.287
C -2.328 0.096 -2.787
C -3.005 -1.231 -2.731
C -2.798 1.240 -3.442
C -1.780 2.166 -3.348
C -1.723 3.548 -3.906
H 2.890 2.339 2.683
H 2.329 0.730 2.191
H 1.216 1.866 2.965
H 2.435 4.436 1.126
H 1.997 5.781 -1.125
H 0.680 5.157 -2.126
H 2.348 4.738 -2.507
H 0.758 3.074 -3.248
H 3.144 -2.454 -1.815
H 4.596 -1.917 -2.663
H 3.331 -2.759 -3.555
H 4.107 -0.114 -4.844
H 3.311 2.256 -5.744
H 2.752 3.314 -4.445
H 1.582 2.528 -5.501
H -2.794 -1.759 -1.805
H -2.657 -1.857 -3.555
H -4.083 -1.104 -2.832
H -3.748 1.364 -3.934
H -2.703 3.824 -4.291
H -1.000 3.617 -4.720
H -1.431 4.277 -3.148
Br 0.289 -2.752 -2.568
C -0.851 -4.090 -1.846
C -0.939 -5.275 -2.511
C -1.789 -6.278 -2.005
C -2.518 -6.040 -0.878
C -2.432 -4.800 -0.197
C -3.220 -4.561 0.953
C -3.140 -3.358 1.582
C -2.248 -2.369 1.108
C -1.417 -2.508 0.013
C -1.558 -3.773 -0.660
H -0.365 -5.443 -3.412
H -1.860 -7.227 -2.520
H -3.182 -6.800 -0.484
H -3.883 -5.341 1.307
H -3.750 -3.154 2.456
H -2.247 -1.446 1.673
Cl 0.014 -0.586 2.576
C -1.372 0.101 3.386
C -1.539 -0.222 4.726
C -2.629 0.281 5.412
C -3.545 1.096 4.757
C -3.364 1.403 3.421
C -2.269 0.914 2.703
P -2.017 1.327 0.922
C -1.562 3.096 1.055
C -1.604 3.868 -0.106
C -1.294 5.218 -0.069
C -0.905 5.810 1.125
C -0.833 5.045 2.278
C -1.166 3.697 2.246
C -3.759 1.428 0.356
C -4.340 0.242 -0.089
C -5.661 0.216 -0.510
C -6.414 1.381 -0.508
C -5.842 2.568 -0.074
C -4.524 2.593 0.359
H -0.817 -0.865 5.212
H -2.767 0.032 6.455
H -4.402 1.488 5.288
H -4.085 2.031 2.914
H -1.907 3.406 -1.040
H -1.357 5.810 -0.974
H -0.659 6.864 1.154
H -0.525 5.497 3.212
H -1.124 3.120 3.161
H -3.754 -0.668 -0.102
H -6.098 -0.716 -0.847
H -7.443 1.365 -0.843
H -6.425 3.481 -0.068
H -4.092 3.527 0.696
C 5.957 -2.257 0.502
Si 4.603 -1.089 1.090
C 4.971 -0.708 2.897
C 4.747 0.461 0.031
As 2.488 -1.950 0.732
Si 2.248 -3.665 2.268
C 0.793 -4.752 1.787
C 3.799 -4.732 2.315
C 1.940 -3.108 4.048
H 6.937 -1.798 0.661
H 5.850 -2.464 -0.565
H 5.939 -3.210 1.030
H 5.975 -0.292 3.017
H 4.921 -1.626 3.488
H 4.256 0.000 3.318
H 5.740 0.910 0.104
H 4.009 1.218 0.302
H 4.574 0.197 -1.016
H 0.866 -5.108 0.758
H -0.149 -4.207 1.885
H 0.753 -5.622 2.448
H 4.107 -5.036 1.313
H 3.611 -5.633 2.904
H 4.631 -4.200 2.782
H 0.900 -2.811 4.184
H 2.576 -2.262 4.317
H 2.148 -3.924 4.746

2.
119
Properties=species:S:1:pos:R:3 method="wB97M-V/def2-TZVPD" total_charge=+2 spin_multiplicity=1 lumo_energy_ev="-6.555 / -6.476" gap_ha="0.25270 / 0.24917" e_homo_ev="-13.4 / -13.3"
Re 0.392 -0.853 1.789
C 3.826 2.969 -3.904
C 4.200 3.397 -2.479
C 3.570 4.762 -2.170
C 5.720 3.525 -2.387
C 3.653 2.371 -1.493
C 2.285 2.132 -1.429
C 1.772 1.211 -0.530
Se -0.128 1.079 -0.682
C -0.624 -0.580 -1.496
C -1.246 -0.403 -2.721
C -1.791 -1.495 -3.389
C -1.669 -2.742 -2.782
C -1.064 -2.960 -1.543
C -0.553 -1.831 -0.889
O 0.009 -1.985 0.354
C -0.980 -4.369 -0.937
C 0.489 -4.742 -0.682
C -1.554 -5.421 -1.891
C -1.795 -4.450 0.363
C -2.494 -1.286 -4.727
C -1.498 -0.679 -5.724
C -3.034 -2.595 -5.303
C -3.670 -0.321 -4.519
C 2.596 0.525 0.362
O 2.107 -0.342 1.325
C 3.991 0.688 0.275
C 4.461 1.623 -0.647
C 4.992 -0.113 1.121
C 4.816 -1.619 0.866
C 4.827 0.229 2.606
C 6.438 0.221 0.745
H 4.222 3.687 -4.622
H 2.745 2.926 -4.046
H 4.240 1.988 -4.144
H 3.967 5.515 -2.851
H 3.792 5.078 -1.150
H 2.486 4.747 -2.294
H 6.060 4.275 -3.100
H 6.226 2.591 -2.633
H 6.043 3.847 -1.395
H 1.609 2.655 -2.095
H -1.306 0.588 -3.153
H -2.076 -3.597 -3.296
H 1.059 -4.718 -1.611
H 0.542 -5.756 -0.286
H 0.971 -4.070 0.026
H -1.017 -5.450 -2.839
H -2.614 -5.260 -2.094
H -1.458 -6.404 -1.430
H -1.425 -3.772 1.131
H -1.751 -5.466 0.757
H -2.844 -4.213 0.179
H -0.615 -1.310 -5.836
H -1.170 0.314 -5.414
H -1.967 -0.578 -6.702
H -2.239 -3.315 -5.503
H -3.532 -2.391 -6.250
H -3.768 -3.058 -4.641
H -3.341 0.650 -4.147
H -4.391 -0.727 -3.809
H -4.182 -0.154 -5.467
H 5.527 1.769 -0.709
H 3.806 -1.966 1.068
H 5.511 -2.179 1.493
H 5.040 -1.861 -0.173
H 3.827 0.004 2.961
H 5.018 1.288 2.783
H 5.543 -0.342 3.199
H 6.647 0.016 -0.305
H 7.106 -0.403 1.339
H 6.692 1.260 0.957
N 0.418 -0.282 3.886
C 1.478 -1.038 4.621
C 1.397 -2.507 4.258
N 1.473 -2.647 2.781
H 0.492 0.717 4.079
H -0.496 -0.528 4.283
H 1.363 -0.890 5.696
H 2.439 -0.625 4.322
H 0.447 -2.934 4.586
H 2.197 -3.057 4.755
H 1.116 -3.556 2.498
H 2.444 -2.626 2.472
C -0.615 0.594 1.143
Ge -2.354 1.419 1.749
C -3.654 0.408 0.727
C -4.834 1.031 0.319
C -5.801 0.321 -0.380
C -5.601 -1.018 -0.678
C -4.434 -1.653 -0.275
C -3.471 -0.942 0.425
C -2.454 3.309 1.354
C -2.412 3.752 0.030
C -2.539 5.098 -0.275
C -2.725 6.024 0.741
C -2.803 5.597 2.057
C -2.672 4.249 2.362
C -2.428 1.008 3.649
C -3.068 -0.157 4.074
C -3.083 -0.510 5.420
C -2.475 0.308 6.360
C -1.851 1.484 5.957
C -1.828 1.826 4.613
H -4.998 2.081 0.532
H -6.711 0.815 -0.692
H -6.357 -1.569 -1.222
H -4.277 -2.699 -0.505
H -2.568 -1.459 0.733
H -2.318 3.045 -0.786
H -2.511 5.423 -1.306
H -2.830 7.073 0.504
H -2.977 6.313 2.848
H -2.769 3.941 3.394
H -3.565 -0.797 3.353
H -3.588 -1.413 5.735
H -2.505 0.044 7.408
H -1.394 2.134 6.691
H -1.329 2.744 4.317

3.
132
Properties=species:S:1:pos:R:3 method="wB97M-V/def2-TZVPD" spin_multiplicity=4 lumo_energy_ev="-1.023 / -1.023" s_squared=3.76 gap_ha="0.25497 / 0.29153" e_homo_ev="-8.0 / -9.0"
C -0.635 -7.278 3.172
C -1.473 -6.329 2.373
O -2.654 -6.432 2.288
O -0.805 -5.299 1.765
C -0.251 -5.674 0.486
C 1.098 -5.012 0.395
C 1.232 -3.738 0.944
C 2.469 -3.112 0.976
C 3.588 -3.741 0.434
C 3.462 -4.983 -0.169
C 2.220 -5.619 -0.188
C 2.147 -6.992 -0.837
C 2.594 -8.009 0.184
O 1.853 -8.461 0.975
I 4.671 -8.545 0.183
C 4.897 -3.051 0.518
O 5.767 -3.231 -0.286
C 5.044 -2.122 1.665
C 3.915 -1.478 2.194
C 4.017 -0.585 3.254
C 5.256 -0.343 3.827
C 6.381 -0.999 3.335
C 6.288 -1.881 2.258
C 7.531 -2.549 1.807
Br 8.596 -1.645 0.540
C 7.933 -3.714 2.292
C 9.186 -4.449 1.951
Br 6.842 -4.613 3.571
C 2.585 -1.777 1.611
O 1.659 -1.014 1.670
H 0.410 -6.991 3.174
H -0.987 -7.269 4.198
H -0.740 -8.277 2.769
H -0.123 -6.752 0.471
H -0.934 -5.342 -0.289
H 0.375 -3.253 1.381
H 4.332 -5.435 -0.613
H 2.778 -7.011 -1.718
H 1.138 -7.237 -1.139
H 3.118 -0.102 3.602
H 5.366 0.335 4.657
H 7.341 -0.826 3.791
H 9.545 -4.173 0.971
H 8.989 -5.514 2.003
H 9.935 -4.244 2.712
C -1.466 3.653 -1.316
C -0.307 3.628 -2.347
C -0.522 2.547 -3.416
C -0.175 1.124 -2.979
C 1.222 1.081 -2.363
C 1.376 2.067 -1.207
N 1.005 3.446 -1.654
O 1.967 3.976 -2.337
C 0.525 1.583 -0.019
C 2.816 2.072 -0.707
C -0.352 4.980 -3.049
H -1.206 3.220 -0.355
H -1.763 4.678 -1.097
H -2.347 3.128 -1.690
H 0.095 2.790 -4.287
H -1.559 2.593 -3.755
H -0.923 0.743 -2.279
H -0.209 0.464 -3.849
H 1.444 0.074 -2.003
H 1.961 1.305 -3.139
H 0.548 2.305 0.799
H 0.938 0.646 0.352
H -0.514 1.386 -0.272
H 3.529 2.286 -1.501
H 3.056 1.091 -0.295
H 2.950 2.813 0.083
H -0.103 5.791 -2.362
H -1.364 5.146 -3.420
H 0.327 5.032 -3.898
C -5.164 8.337 -6.841
C -3.915 7.625 -6.257
C -2.760 7.579 -7.267
C -2.878 6.503 -8.344
C -3.162 5.145 -7.708
C -4.398 5.170 -6.811
N -4.271 6.251 -5.783
O -3.482 5.874 -4.833
C -5.654 5.344 -7.686
C -4.563 3.828 -6.106
C -3.460 8.481 -5.079
H -5.966 7.660 -7.117
H -5.603 9.010 -6.104
H -4.913 8.930 -7.721
H -1.827 7.406 -6.721
H -2.663 8.563 -7.730
H -3.653 6.767 -9.069
H -1.943 6.453 -8.905
H -3.299 4.387 -8.483
H -2.290 4.836 -7.122
H -6.548 5.447 -7.069
H -5.781 4.462 -8.313
H -5.603 6.194 -8.362
H -3.674 3.547 -5.545
H -4.748 3.052 -6.848
H -5.410 3.851 -5.419
H -4.196 8.468 -4.274
H -3.346 9.510 -5.422
H -2.504 8.155 -4.673
C -2.360 -3.066 4.346
C -1.229 -3.169 5.405
C -1.618 -4.100 6.562
C -2.547 -3.484 7.606
C -1.997 -2.142 8.083
C -1.743 -1.175 6.929
N -0.855 -1.812 5.907
O 0.377 -1.786 6.299
C -3.094 -0.738 6.332
C -1.082 0.099 7.442
C -0.049 -3.801 4.680
H -2.909 -2.130 4.382
H -1.949 -3.117 3.338
H -3.081 -3.878 4.446
H -0.704 -4.421 7.074
H -2.069 -5.004 6.147
H -3.558 -3.373 7.204
H -2.633 -4.164 8.456
H -2.690 -1.680 8.789
H -1.065 -2.313 8.631
H -2.946 -0.110 5.452
H -3.641 -0.152 7.071
H -3.742 -1.567 6.058
H -0.165 -0.105 7.991
H -1.766 0.614 8.116
H -0.845 0.773 6.618
H 0.342 -3.137 3.907
H -0.381 -4.716 4.198
H 0.768 -4.060 5.352

So what do the calculations give for largest force on an atom? Going down the list: 0.0062 0.0169 0.0345 hartree/bohr.